Arrangement A

ORCA calculation (the ωB97M-V functional and the def2-TZVPD basis) on 12 unconnected molecules or ions with the total composition C41H111N5O12.

Results
E_LUMO in eV: 0.48
SMILES string: COC[C@H](C)N.COC[C@H](C)N.COC[C@H](C)N.COC[C@H](C)N.COC[C@H](C)N.CC(C)O.CC(C)O.CC(C)O.CC(C)O.CC(C)O.CC(C)O.CC(C)O
Highest occupied orbital energy in eV: -9.23
Total charge: 0

Element x y z (Å)
1 H 0.355 -4.926 2.858
2 H -7.311 -0.026 4.650
3 H -6.595 3.031 -4.346
4 C 0.894 -7.403 0.428
5 H 3.379 -2.418 -0.832
6 H -1.658 3.723 2.480
7 C -4.880 2.368 -1.703
8 H 3.261 5.320 -4.067
9 H 2.161 -4.222 -5.030
10 H 5.804 -0.618 -0.591
11 O 1.537 -2.335 -5.199
12 H 3.041 -1.199 -4.313
13 H -1.223 6.263 -1.480
14 H 0.742 1.509 -1.830
15 H -2.937 3.769 -3.169
16 C 2.399 -5.878 1.466
17 H -4.547 0.572 5.650
18 H -4.543 1.947 -3.753
19 H -0.838 -1.926 7.464
20 H 1.398 -7.497 -0.553
21 H 0.694 -1.668 -3.222
22 H -2.262 4.875 -1.244
23 H -5.253 3.216 -1.045
24 O 1.239 -1.390 0.106
25 H -0.092 -2.617 -2.268
26 H 2.155 3.076 -0.965
27 H 2.571 2.402 0.452
28 H 0.234 0.226 -3.959
29 C -2.907 -2.833 -3.943
30 O -2.187 -2.520 -2.757
31 H 1.465 -5.101 4.084
32 O -3.561 2.093 -1.359
33 C -4.999 1.504 5.356
34 H -3.951 -4.636 -3.223
35 H -2.603 -3.657 5.252
36 C 2.316 -4.537 2.259
37 H -5.516 1.516 -1.589
38 C 4.422 -2.183 -0.959
39 H -1.219 -4.434 4.632
40 H 5.309 -1.415 1.609
41 H 1.316 -8.156 1.031
42 C 4.417 3.749 1.334
43 H 0.346 3.831 2.991
44 C -0.401 0.988 -3.622
45 H 4.318 -4.932 -1.438
46 H -1.246 -4.282 6.297
47 H -4.995 2.868 2.931
48 H 2.677 -1.084 -6.029
49 H -3.779 1.078 0.480
50 O 1.095 -6.104 0.960
51 H 0.449 -3.947 -4.825
52 H 0.901 5.800 1.553
53 C 0.385 6.086 0.655
54 C 0.332 2.006 -2.733
55 O 5.120 -3.273 -0.349
56 C 4.576 -0.757 1.117
57 O -5.887 2.594 3.230
58 H -0.863 -1.935 4.408
59 C 1.600 -3.411 -3.007
60 H 1.175 -1.714 -0.782
61 H 5.079 5.038 -0.831
62 H 2.771 -6.687 2.033
63 H -5.636 1.802 6.162
64 H -1.072 -2.736 0.020
65 H -0.670 1.771 5.075
66 H 3.989 6.448 -3.071
67 C -7.224 0.975 4.234
68 O -0.596 3.884 0.822
69 H -0.448 -0.466 -0.411
70 C -0.904 -2.057 0.848
71 H -0.408 2.721 -2.322
72 H -3.686 -4.603 -4.983
73 H -7.700 0.934 3.219
74 C 4.289 4.330 -1.103
75 N 1.234 -4.526 3.248
76 H -0.545 4.658 -1.482
77 H 3.091 -5.764 0.617
78 H -0.619 2.104 -5.561
79 H 3.887 3.660 2.250
80 H -1.786 0.820 -5.213
81 H -0.769 -0.477 6.369
82 H 3.029 -0.069 -0.723
83 C -0.846 5.245 0.447
84 C 3.609 -4.134 2.902
85 H -1.156 -3.040 -5.218
86 C -1.528 -3.786 5.382
87 H 0.047 -4.826 -2.198
88 H 4.452 -4.027 2.192
89 H -3.964 4.090 -4.634
90 H -1.809 2.299 -4.335
91 N 2.296 3.302 0.024
92 H -1.830 -1.630 1.194
93 C -3.976 3.914 -3.501
94 C -2.021 -2.399 -5.103
95 C 1.127 -4.630 -2.287
96 H -4.228 2.335 5.326
97 H -2.255 -1.494 6.569
98 C -3.253 1.961 0.044
99 H 5.215 4.562 1.438
100 H 1.015 5.936 -0.219
101 H -0.168 -7.606 0.353
102 C 0.179 0.120 1.505
103 H 1.048 2.121 4.697
104 H -1.647 5.587 1.095
105 H 4.627 -2.282 -2.053
106 H -6.897 3.415 -2.767
107 C 2.838 -1.753 -5.218
108 C 1.403 -3.617 -4.553
109 H 0.987 4.394 5.251
110 H 3.519 -3.209 3.367
111 N -6.355 2.811 -3.395
112 H 1.120 -3.063 4.853
113 H 0.257 7.135 0.799
114 H 0.794 -0.304 2.277
115 C -1.178 -1.531 6.472
116 C -3.247 -4.330 -4.016
117 N 3.946 0.178 -1.064
118 H 0.059 5.595 4.417
119 H 3.926 -4.856 3.680
120 C -0.751 -2.485 5.385
121 H -0.599 4.620 5.845
122 C 3.968 5.454 -3.232
123 H 1.340 -4.389 -1.217
124 H 4.732 0.236 1.441
125 H 2.000 -3.808 1.512
126 H 3.578 -2.500 -5.380
127 O 3.454 4.845 -2.079
128 H 4.958 5.012 -3.504
129 H 1.625 -5.508 -2.630
130 H 5.656 -3.937 -2.156
131 H 5.964 -5.112 -0.790
132 C 0.007 -0.918 0.426
133 H 4.961 2.796 1.054
134 C 0.008 2.163 4.288
135 N 0.894 -2.288 -2.450
136 H -7.757 1.645 4.928
137 H -5.361 0.595 3.330
138 H 4.744 3.432 -1.519
139 C -4.914 2.768 -3.173
140 H 3.172 5.119 0.450
141 H 0.765 0.896 1.077
142 H -0.779 0.560 1.763
143 H 3.852 0.010 -2.052
144 H 0.256 3.641 0.419
145 C -5.777 1.395 3.977
146 H -0.131 1.525 3.404
147 C -0.347 3.623 3.833
148 H 3.594 -1.082 1.396
149 C 0.001 4.657 4.929
150 H -3.473 2.868 0.641
151 H -1.679 -1.384 -4.974
152 H -2.380 -5.044 -4.005
153 H -2.184 1.852 0.177
154 H 2.640 -3.312 -2.742
155 H 1.163 2.515 -3.226
156 H -0.405 -2.702 1.566
157 H -2.647 -2.380 -5.996
158 H -2.032 -1.575 -2.839
159 O -1.662 3.778 3.409
160 C -1.273 5.290 -1.017
161 O -1.250 0.314 -2.709
162 H -2.074 0.810 -2.571
163 C 5.248 -4.354 -1.195
164 C -1.196 1.567 -4.787
165 C 4.751 -0.814 -0.400
166 C 3.523 4.140 0.204
167 H -4.298 4.836 -2.987
168 H -3.868 -2.321 -3.933
169 O 0.741 -2.678 5.629

=====

Arrangement B

ORCA calculation (the ωB97M-V functional and the def2-TZVPD basis) on 12 unconnected molecules or ions with the total composition C41H111N5O12.

Results
E_LUMO in eV: 0.43
SMILES string: COC[C@H](C)N.COC[C@H](C)N.COC[C@H](C)N.COC[C@H](C)N.COC[C@H](C)N.CC(C)O.CC(C)O.CC(C)O.CC(C)O.CC(C)O.CC(C)O.CC(C)O
Highest occupied orbital energy in eV: -8.58
Total charge: 0

Element x y z (Å)
1 H 19.649 17.513 20.070
2 H 11.588 8.482 10.937
3 H 19.322 17.955 12.312
4 C 15.464 19.012 14.589
5 H 19.223 22.000 11.755
6 O 17.813 14.289 8.884
7 C 18.332 21.514 13.725
8 H 20.045 18.159 17.713
9 H 17.813 18.955 12.776
10 O 14.047 10.536 6.914
11 C 13.277 13.664 7.003
12 H 13.452 9.896 11.096
13 H 13.971 14.346 6.485
14 O 10.320 14.949 10.868
15 N 17.727 22.202 14.887
16 C 14.463 9.607 7.875
17 H 10.713 16.884 10.230
18 H 19.688 10.126 10.691
19 N 10.120 12.686 12.631
20 H 18.118 15.460 19.023
21 H 20.160 15.374 8.876
22 H 17.625 14.651 11.687
23 C 14.137 17.321 11.198
24 H 10.000 18.153 12.640
25 C 17.363 13.445 20.725
26 N 15.161 13.296 12.140
27 H 11.534 18.785 13.252
28 H 17.373 12.613 10.026
29 H 15.809 14.000 15.467
30 C 10.791 16.692 13.885
31 H 14.099 17.097 16.899
32 H 14.715 13.343 21.523
33 O 14.274 20.672 13.393
34 H 14.516 20.348 16.745
35 H 17.605 16.483 11.368
36 H 17.451 23.176 14.886
37 H 11.100 10.108 10.364
38 H 20.679 15.268 18.256
39 H 20.023 20.905 14.906
40 H 17.600 20.998 13.142
41 H 13.301 14.432 14.844
42 H 16.300 15.293 10.777
43 H 11.412 15.306 15.461
44 H 15.614 14.840 18.375
45 H 10.050 18.728 14.354
46 H 14.924 12.150 6.030
47 C 18.168 15.389 9.664
48 H 13.931 10.063 13.469
49 H 8.741 16.457 13.812
50 H 19.536 11.766 10.201
51 H 13.151 8.487 13.101
52 H 18.394 23.229 12.461
53 H 13.132 18.330 9.659
54 H 15.184 17.339 11.561
55 O 12.540 11.552 11.851
56 C 16.027 13.581 14.458
57 H 7.102 13.087 10.896
58 H 18.743 15.509 14.122
59 C 19.072 22.436 12.754
60 H 13.355 19.198 14.552
61 H 14.780 12.462 19.970
62 H 17.030 15.955 14.225
63 H 13.342 17.541 11.929
64 C 9.266 12.809 11.421
65 C 14.222 19.873 14.601
66 H 13.852 16.348 10.802
67 H 10.542 16.676 16.079
68 H 15.505 9.323 7.733
69 C 19.166 20.410 14.379
70 C 17.676 10.810 10.758
71 H 14.481 12.544 12.021
72 H 14.547 16.740 8.529
73 H 17.197 13.141 21.749
74 H 18.342 13.944 20.756
75 H 18.549 19.822 15.138
76 H 20.005 14.428 10.488
77 C 17.763 15.227 14.554
78 C 19.036 10.809 10.079
79 H 20.083 22.759 13.167
80 H 19.033 10.465 9.026
81 H 12.564 14.293 7.455
82 O 19.679 19.580 13.422
83 H 14.870 18.410 8.051
84 H 18.323 22.117 15.714
85 H 14.820 21.707 15.681
86 H 17.011 9.329 9.449
87 H 9.444 15.574 12.659
88 N 14.972 13.526 8.755
89 H 14.869 15.019 13.214
90 C 14.929 13.965 13.417
91 H 9.837 15.870 8.985
92 H 17.494 12.530 20.078
93 C 10.624 18.172 13.539
94 H 12.213 9.817 13.841
95 H 17.843 11.087 11.861
96 O 16.853 11.825 10.185
97 H 9.749 11.973 13.309
98 O 16.332 14.306 18.786
99 C 12.650 10.128 11.829
100 H 13.415 12.241 8.656
101 C 16.938 9.546 10.498
102 H 12.568 17.520 17.677
103 C 9.937 13.683 10.375
104 H 9.174 13.886 9.548
105 H 13.942 8.651 7.783
106 H 13.988 13.949 19.977
107 C 20.811 16.004 19.085
108 H 13.374 12.740 14.475
109 H 16.014 12.498 14.671
110 C 14.151 18.256 10.042
111 C 10.612 15.943 9.745
112 H 19.971 16.196 10.458
113 H 11.713 11.845 12.300
114 H 12.705 13.955 13.258
115 O 17.343 13.971 14.029
116 C 14.127 20.819 15.838
117 H 18.693 17.896 13.979
118 H 9.220 11.854 10.884
119 H 12.699 13.117 6.259
120 C 13.000 16.892 16.898
121 H 21.068 15.752 20.090
122 C 13.029 9.559 13.157
123 C 17.344 15.439 10.971
124 H 15.967 17.565 9.095
125 H 14.609 19.585 11.404
126 H 15.845 9.668 10.762
127 H 16.848 14.210 8.757
128 H 19.077 16.804 17.209
129 C 13.477 13.750 14.013
130 C 16.150 14.176 20.220
131 H 15.804 11.582 7.445
132 C 14.067 12.749 7.936
133 C 18.843 18.554 13.095
134 H 17.972 16.296 9.080
135 H 7.453 12.681 12.498
136 H 21.666 16.602 18.684
137 H 16.184 15.179 20.656
138 C 14.847 13.457 20.471
139 C 19.474 16.828 19.261
140 H 14.447 14.370 8.971
141 H 15.186 13.040 9.639
142 H 15.479 18.530 13.586
143 H 13.059 21.005 15.990
144 O 18.419 16.050 19.764
145 H 14.843 21.419 13.530
146 C 14.901 17.693 8.865
147 H 14.389 9.966 8.925
148 H 12.901 15.855 17.246
149 C 11.407 9.507 11.246
150 C 11.274 16.426 15.332
151 H 7.693 14.272 11.901
152 H 9.974 13.577 13.119
153 H 10.487 9.470 11.875
154 N 9.568 15.876 13.646
155 C 19.164 17.577 18.013
156 O 14.693 19.520 10.414
157 H 17.223 8.668 11.081
158 H 16.332 19.666 14.735
159 H 16.087 12.828 12.078
160 H 17.708 15.134 15.629
161 C 7.818 13.270 11.650
162 C 19.714 15.324 9.880
163 H 11.517 16.230 13.208
164 H 18.214 18.090 18.115
165 C 14.797 11.751 7.034
166 H 10.805 13.193 9.852
167 O 12.465 17.065 15.620
168 H 11.614 15.755 9.355
169 H 15.416 18.254 15.341

=====

It is arrangement A that is the most stable of them.

=====

Arrangement A

ORCA calculation (the ωB97M-V functional and the def2-TZVPD basis) on C2H6N2OS in the gas phase.

Results
E_LUMO in eV: 0.72
SMILES string: [H]/N=C(\NS)OC
Highest occupied orbital energy in eV: -9.40
Total charge: 0

Element x y z (Å)
1 O 0.701 -0.772 0.395
2 H -0.956 -0.810 -2.314
3 C -0.144 -0.468 -0.603
4 H 2.068 -1.930 -0.680
5 C 1.439 -1.979 0.206
6 H -1.502 1.056 -1.017
7 N -0.821 0.717 -0.336
8 H 0.767 -2.810 0.113
9 H -1.229 1.387 1.851
10 H 2.081 -2.086 1.077
11 N -0.283 -1.207 -1.624
12 S -0.430 1.843 0.870

=====

Arrangement B

ORCA calculation (the ωB97M-V functional and the def2-TZVPD basis) on 2 unconnected molecules or ions with the total composition C2H6N2OS.

Results
E_LUMO in eV: 0.80
SMILES string: C=NN.O=CS
Highest occupied orbital energy in eV: -8.90
Total charge: 0

Element x y z (Å)
1 S -1.955 -1.123 -0.482
2 N 1.149 0.986 -0.212
3 H 1.352 1.314 0.720
4 H -3.359 0.259 0.695
5 N 1.148 -0.365 -0.455
6 C 1.955 -1.128 0.214
7 H -0.896 -0.511 -0.858
8 O -1.768 1.476 0.006
9 C -2.440 0.432 0.113
10 H 1.825 -2.184 -0.014
11 H 0.359 1.455 -0.617
12 H 2.630 -0.610 0.890

=====

Arrangement C

ORCA calculation (the ωB97M-V functional and the def2-TZVPD basis) on C2H6N2OS in the gas phase.

Results
E_LUMO in eV: -0.42
Highest occupied orbital energy in eV: -9.48
Total charge: 0

Element x y z (Å)
1 H -0.585 -2.032 -0.454
2 H 0.112 1.509 -0.743
3 H -0.079 1.751 1.023
4 N -0.523 -0.169 0.417
5 H -1.503 1.550 0.002
6 S 2.128 0.148 0.643
7 C -0.469 1.229 0.148
8 O 3.375 -0.455 1.058
9 C -0.915 -1.017 -0.669
10 H -0.506 -0.703 -1.644
11 H -2.004 -1.010 -0.730
12 N 0.968 -0.801 0.950

=====

It is arrangement A that is the most stable of them.

=====

Arrangement A

ORCA calculation (the ωB97M-V functional and the def2-TZVPD basis) on C2H6N2OS in the gas phase.

Results
E_LUMO in eV: 0.59
SMILES string: CN(O)C(N)=S
Highest occupied orbital energy in eV: -8.61
Total charge: 0

Element x y z (Å)
1 H 1.514 -1.070 -0.003
2 H 1.033 0.114 -1.489
3 C 1.091 -0.544 0.891
4 S -2.418 0.584 -0.781
5 H 1.784 0.150 1.442
6 N -0.133 0.132 0.498
7 N 0.043 0.101 -1.732
8 H -1.775 0.731 1.226
9 C -0.781 0.188 -0.673
10 H -0.231 0.594 -2.649
11 O -0.906 0.429 1.655
12 H 0.781 -1.409 1.614

=====

Arrangement B

ORCA calculation (the ωB97M-V functional and the def2-TZVPD basis) on C2H6N2OS in the gas phase.

Results
E_LUMO in eV: 0.66
SMILES string: [H]/N=C(/NO)SC
Highest occupied orbital energy in eV: -9.40
Total charge: 0

Element x y z (Å)
1 C -0.729 1.249 -1.384
2 S 0.803 0.224 -1.567
3 H -0.838 1.796 -2.280
4 H 0.301 -1.495 2.128
5 H 0.259 -2.527 -0.381
6 H -0.816 2.029 -0.401
7 H 1.107 0.975 1.186
8 O 0.272 -0.432 2.348
9 C 0.575 -0.669 0.095
10 N 0.226 -1.954 0.390
11 H -1.516 0.518 -1.207
12 N 0.357 0.287 1.072

=====

It is arrangement A that is the most stable of them.